Below is a single C6H13N molecule, with properties calculated with ωB97M-V/def2-TZVPD.

Geometry (Å):
C -2.456 0.798 1.535
C -0.994 0.719 1.111
C -0.805 0.517 -0.389
N 0.616 0.429 -0.673
C 1.043 -0.063 -1.967
C 1.180 -0.903 -0.747
C 2.462 -1.161 0.000
H -2.986 -0.136 1.316
H -2.977 1.608 1.011
H -2.543 0.987 2.610
H -0.462 1.635 1.395
H -0.492 -0.103 1.641
H -1.224 1.368 -0.940
H -1.350 -0.387 -0.726
H 1.903 0.446 -2.400
H 0.279 -0.359 -2.688
H 0.454 -1.721 -0.696
H 3.020 -2.000 -0.430
H 3.095 -0.269 -0.007
H 2.235 -1.404 1.045

Summary:
Relative energy (zero: lowest compared OMol25 entry of this formula, charge and spin)   20.6 kcal per mole
E   -291.1260 a.u.
Structure (SMILES)   CCCN1C[C@H]1C
LUMO level   1.2465 eV
Molecular weight   99.2 g mol⁻¹
Highest occupied orbital energy   -9.08 eV
Total charge   0

Atom charges from the Löwdin analysis, given in e for atoms 1 to 4:
1. C -0.121
2. C -0.257
3. C -0.239
4. N -0.099

=====

Below is a molecular structure, C2H4N4O, with properties calculated with ωB97M-V/def2-TZVPD.

Geometry (Å):
C 0.234 0.701 0.039
C -1.768 0.090 0.007
H 2.176 0.844 0.720
H 1.767 2.158 -0.355
H -2.739 0.186 0.455
H 1.774 -1.831 -0.656
N 1.525 1.010 -0.061
N -0.908 1.272 0.013
N -1.234 -1.029 -0.004
N 0.010 -0.655 -0.253
O 1.309 -1.285 0.211

Summary:
Relative energy (zero: lowest compared OMol25 entry of this formula, charge and spin)   119.1 kcal per mole
E   -372.7106 a.u.
LUMO level   0.3656 eV
Molecular weight   100.1 g mol⁻¹
Highest occupied orbital energy   -9.48 eV
Total charge   0

Atom charges from the Löwdin analysis, given in e for atoms 1 to 4:
1. C -0.522
2. C -0.217
3. H 0.101
4. H 0.210